Record 1
Here is C20H18N4O3S in the gas phase from the OMol25 dataset. Energies are from ωB97M-V/def2-TZVPD.

Structure (XYZ):
```
46
Properties=species:S:1:pos:R:3:lowdin_charge:R:1
C -1.8678 -5.5341 0.1260 -0.083
C 0.9457 -3.6883 -2.3098 -0.338
H 1.4007 7.7694 5.5474 0.123
H 0.0710 7.3724 2.3678 0.189
H 1.4384 -4.0631 -3.2908 0.098
H -1.2311 -8.6089 1.4265 0.102
H 0.1888 -6.8783 -2.3270 0.103
C -0.3230 -6.7687 -1.3777 -0.120
H 1.9846 5.3259 3.9632 0.152
C 2.0122 7.2998 4.7764 -0.187
C 2.1584 7.8435 2.6557 -0.379
C -0.2271 1.3072 0.1072 0.054
N 2.2419 -0.2433 -2.2943 0.055
C 0.4679 3.5842 0.6107 -0.137
C -0.4819 2.5584 0.7531 0.025
C 1.2536 6.2044 3.9457 -0.097
C 1.4901 3.4176 -0.2799 -0.022
O 2.7603 8.0380 1.5931 0.099
C 0.4268 -1.1664 -1.5139 -0.063
C 1.0345 6.8054 2.5842 -0.201
H 2.0009 5.5894 0.9825 0.114
H -2.5693 -6.5917 1.8443 0.088
C -1.0873 -5.6016 -1.0652 -0.574
H -0.5713 -1.3940 -0.9916 0.145
H -2.4670 -4.6485 0.2329 0.088
S -0.8763 -4.2153 -2.1146 0.883
N 1.0982 -0.0198 -1.5865 -0.076
N 2.2232 -1.4541 -2.7185 0.050
C 1.6545 2.2561 -1.0507 -0.014
H 0.3244 5.8706 4.3592 0.108
H 1.4856 -4.2063 -1.4928 0.071
O -0.8865 5.0508 1.9923 0.049
O 2.5742 8.1948 3.9018 0.054
C 0.8663 1.1451 -0.8661 -0.167
C -1.9842 -6.6819 0.9668 -0.086
H -0.8697 0.4495 0.2662 0.090
C -1.1852 -7.7844 0.7050 -0.083
C 0.1907 4.8039 1.4313 -0.389
C -0.2941 -7.7810 -0.4280 -0.084
C 1.1326 -2.0976 -2.1972 -0.309
H 2.8499 6.7448 5.3083 0.141
N 1.1618 5.8112 1.4771 0.118
H -1.2458 2.5870 1.3583 0.059
H 2.4138 2.2145 -1.8296 0.112
H 2.2331 4.1608 -0.5623 0.118
H 0.4260 -8.6351 -0.6445 0.120
```

Values from the calculation:
**Kohn-Sham gap**: 8.50 eV
**2S+1**: 1
**F_max**: 0.1420 Eh/bohr
**Total charge**: 0
**Highest occupied orbital energy**: -8.7 eV
**Energy relative to the best compared isomer or geometry (same formula, charge and spin)**: 91.4 kcal per mole



Record 2
Here is C23H24ClNO5S in the gas phase from the OMol25 dataset. Energies are from ωB97M-V/def2-TZVPD.

Structure (XYZ):
```
55
Properties=species:S:1:pos:R:3:lowdin_charge:R:1
S -0.1476 -4.0445 3.8357 0.930
H 1.4673 5.0852 -5.1570 0.119
H 2.8867 3.8405 -3.6030 0.105
C -0.7853 1.9584 -1.4424 -0.113
C -0.7508 0.4953 -1.8978 -0.153
O 1.9503 2.1870 -1.6468 -0.125
C 0.8499 -3.7150 2.2922 -0.251
Cl 2.7368 1.9692 2.0497 0.699
C 2.2745 -0.3725 3.3095 -0.090
H 3.6980 1.7161 -0.7924 0.066
H 3.8099 1.9863 -2.5483 0.098
C 1.3436 -2.3131 2.2194 -0.291
H -2.8764 5.3950 -4.3097 0.095
C 1.3062 -1.6039 1.0240 -0.037
H 1.6748 -4.4270 2.3645 0.102
C -0.1543 2.8444 -2.4771 -0.155
H 0.2734 0.2361 -2.1909 0.126
C 1.2401 2.9328 -2.5553 -0.229
N -1.1966 -0.3861 -0.8491 0.078
H -0.9239 -1.7374 3.7486 0.094
H -0.2255 2.0475 -0.5083 0.114
C 2.2135 0.3216 2.1107 -0.654
H -2.1564 -2.8695 4.3896 0.100
H 0.2286 -3.9903 1.4412 0.101
C -2.3522 -2.1591 0.1914 -0.167
H -2.7939 5.6693 -6.0669 0.092
C 3.3488 2.3347 -1.6183 -0.093
C 1.7389 -0.2903 0.9615 -0.093
C -2.9397 -3.6570 1.7329 0.007
H 2.6547 0.1116 4.1951 0.107
C 1.8433 -1.6850 3.3567 -0.055
H 1.7102 0.2581 0.0326 0.089
O -1.6894 -1.8508 1.3377 0.060
H 3.6396 3.3737 -1.4348 0.100
H -1.4098 0.3368 -2.7540 0.130
H -2.0109 3.4595 -3.2906 0.112
H 0.9410 -2.0864 0.1294 0.123
O -0.8404 -5.2973 3.5652 -0.517
C -2.4614 5.0262 -5.2535 -0.093
O -1.0568 5.0961 -5.2636 -0.088
C -1.4349 -2.6843 3.5961 -0.208
O -2.7057 -1.5659 -2.0698 0.075
H -3.3776 -4.4921 2.2388 0.118
H -2.8154 4.0057 -5.4324 0.096
C -2.0563 -2.7592 2.2683 -0.331
C -2.1253 -1.3537 -1.0219 -0.438
H -0.7687 -0.2792 0.0579 0.113
H -3.7579 -3.7332 -0.3424 0.121
H 1.8904 -2.2292 4.2884 0.106
C -3.1331 -3.2673 0.3908 0.033
C -0.3645 4.3630 -4.3443 -0.274
H -1.8181 2.2592 -1.2627 0.123
C 1.8157 3.7477 -3.5222 -0.011
C 1.0226 4.4536 -4.4051 0.000
C -0.9394 3.5527 -3.3722 0.032
```

Values from the calculation:
**Kohn-Sham gap**: 8.45 eV
**2S+1**: 1
**F_max**: 0.0318 Eh/bohr
**Total charge**: 0
**Highest occupied orbital energy**: -8.0 eV



Record 3
Here is C5H9NO in the gas phase from the OMol25 dataset. Energies are from ωB97M-V/def2-TZVPD.

Structure (XYZ):
```
16
Properties=species:S:1:pos:R:3:lowdin_charge:R:1
H -2.7195 -2.4261 -0.2833 0.076
H -0.0227 0.8801 -1.4344 0.121
H 2.5459 1.3704 -0.7597 0.125
C -0.8409 -0.8274 0.3602 -0.158
H 1.3108 -0.3646 0.8210 0.115
C -0.8094 -2.1635 0.2836 -0.206
C 1.6029 1.9309 -0.5695 -0.272
H -1.8291 -3.8346 -0.3379 0.066
C 0.2996 1.1872 -0.4239 -0.184
C 0.3304 0.0574 0.6088 -0.212
H 0.1286 -2.7037 0.2117 0.112
H -0.4590 1.9614 -0.2722 0.119
N -1.9598 -2.9528 0.1076 0.028
H -1.8365 -0.4388 0.5708 0.114
O 1.7074 3.1022 -0.2845 0.038
H 0.1211 0.5263 1.5891 0.120
```

Values from the calculation:
**Kohn-Sham gap**: 9.28 eV
**2S+1**: 1
**F_max**: 0.0407 Eh/bohr
**Total charge**: 0
**Highest occupied orbital energy**: -8.3 eV
**Energy relative to the best compared isomer or geometry (same formula, charge and spin)**: 47.7 kcal per mole



What did the third record say?
Here is C5H9NO in the gas phase from the OMol25 dataset. Energies are from ωB97M-V/def2-TZVPD.

Structure (XYZ):
```
16
Properties=species:S:1:pos:R:3:lowdin_charge:R:1
H -2.7195 -2.4261 -0.2833 0.076
H -0.0227 0.8801 -1.4344 0.121
H 2.5459 1.3704 -0.7597 0.125
C -0.8409 -0.8274 0.3602 -0.158
H 1.3108 -0.3646 0.8210 0.115
C -0.8094 -2.1635 0.2836 -0.206
C 1.6029 1.9309 -0.5695 -0.272
H -1.8291 -3.8346 -0.3379 0.066
C 0.2996 1.1872 -0.4239 -0.184
C 0.3304 0.0574 0.6088 -0.212
H 0.1286 -2.7037 0.2117 0.112
H -0.4590 1.9614 -0.2722 0.119
N -1.9598 -2.9528 0.1076 0.028
H -1.8365 -0.4388 0.5708 0.114
O 1.7074 3.1022 -0.2845 0.038
H 0.1211 0.5263 1.5891 0.120
```

Values from the calculation:
**Kohn-Sham gap**: 9.28 eV
**2S+1**: 1
**F_max**: 0.0407 Eh/bohr
**Total charge**: 0
**Highest occupied orbital energy**: -8.3 eV
**Energy relative to the best compared isomer or geometry (same formula, charge and spin)**: 47.7 kcal per mole